No. 1
82
Properties=species:S:1:pos:R:3:mulliken_charge:R:1 method="wB97M-V/def2-TZVPD" lumo_ha=-0.147 spin_multiplicity=1 e_above_lowest_kj_mol=0.0 total_charge=+1 total_energy_ev=-92786.09871
H 3.9945 -0.5940 6.4971 0.55
H -4.2970 -2.5868 1.6915 0.40
H 5.1801 -3.7884 3.4370 0.35
H -0.7740 1.0418 6.0720 0.12
C 2.2860 1.6057 4.4749 -0.16
C 3.5248 -2.8888 1.3570 -0.37
H 2.0310 -5.6536 2.5102 0.39
C 2.0788 -1.1934 0.5861 0.52
H 2.1997 -4.7250 5.4555 0.51
C -2.7720 -1.5275 7.2230 -2.32
O -1.1471 3.3212 0.9320 -0.29
C -1.6952 -1.6442 2.2660 0.65
H 4.3814 -3.5416 1.2475 0.44
H -0.3134 -2.6269 6.9585 0.38
H 0.9598 -4.1898 4.3117 0.34
H -3.7252 -1.1037 6.9003 0.45
H 4.6189 -4.4692 4.9606 0.49
H 1.6696 4.8930 1.6540 0.39
H 1.9309 -2.9966 5.1730 0.09
C 3.1790 1.1933 5.6290 2.36
S -2.5563 2.3477 0.6561 1.09
H -2.6524 -1.3001 8.2825 0.42
C 1.3463 3.2970 3.0368 0.56
O -2.2629 1.2194 1.5631 -0.44
H 3.7637 -5.5294 2.1758 0.35
H -3.4060 -2.5447 5.0118 0.54
N 1.6952 -2.2007 2.6953 -0.37
S 0.2009 2.4654 0.6356 0.20
H 2.4399 2.7498 6.9851 0.41
H -3.2029 -3.9547 1.7641 0.40
C -1.6761 -1.2414 4.9595 -0.23
H 5.2153 1.5408 6.2517 0.48
H 3.8304 -0.6811 4.7364 0.31
C -0.2867 -1.5352 6.9897 -1.62
N 1.4274 -1.3027 1.7456 0.32
C -1.5808 0.5856 6.6459 -1.49
C -1.5929 -0.9356 6.4518 2.39
H 0.0929 4.9279 2.4323 0.36
C -2.6513 -2.0927 4.3845 -0.49
H 3.2116 -6.1773 3.7152 0.48
H 3.3901 -1.9600 -1.7534 0.43
C 4.5512 1.8604 5.4484 -1.86
Rh -0.5962 0.3418 0.3382 -1.36
N 1.0022 0.9687 2.7138 0.36
H 5.0070 1.5734 4.4990 0.37
H -0.1342 -1.2291 8.0258 0.50
H 4.8327 -2.5731 -0.9212 0.40
H 3.1572 1.3529 7.7806 0.50
O -2.3835 1.9351 -0.7170 -0.56
H -4.3325 -3.6665 3.1019 0.41
H 1.5443 1.2242 7.0719 0.18
H -2.8194 -2.6136 7.1301 0.47
N -0.7646 -0.6733 4.2156 -0.64
O -3.6023 3.2197 1.0292 -0.58
C 2.7119 -2.9986 2.5156 0.05
H 4.4652 -0.8395 -0.9361 0.36
C 4.3891 -3.7354 4.1873 -1.33
C 0.8530 2.2151 2.2854 0.46
H -1.4369 0.8219 7.7014 0.44
C -3.6871 -3.1868 2.3695 -1.83
C 3.3584 -0.3242 5.6534 -1.34
C 3.0032 -5.4275 2.9514 -1.87
C 3.0064 -4.0317 3.5895 2.40
H 1.5373 5.4008 3.3434 0.42
H 0.5627 -1.1987 6.3949 -0.12
H 2.4030 -0.8383 5.7575 -0.27
C 4.0309 -1.8395 -0.8787 -1.87
C 2.5349 1.6635 6.9408 -1.62
B 0.3020 -0.2730 2.0056 1.96
H 4.4119 -2.7436 4.6429 0.08
C 1.1477 4.7132 2.5965 -1.76
N 1.7463 0.6456 3.7567 -0.16
H 2.4499 3.7332 4.8058 0.45
S 1.4449 -0.1054 -0.5879 -0.31
C 3.2339 -1.9909 0.3749 0.17
S -1.6398 -1.7438 0.5482 -0.48
C 1.9573 -3.9781 4.6985 -1.76
C 2.0413 2.9572 4.1720 -0.58
C -2.6715 -2.3229 3.0401 0.21
H -2.5241 1.0295 6.3229 0.39
H 4.4908 2.9487 5.4873 0.38
N -0.7971 -0.8813 2.9040 0.98

---

No. 2
78
Properties=species:S:1:pos:R:3:mulliken_charge:R:1 method="wB97M-V/def2-TZVPD" lumo_ha="-0.109 / -0.118" spin_multiplicity=5 s2=6.009 total_charge=+1 total_energy_ev=-167610.33518
O 2.1721 -0.8111 2.2232 -0.63
H 2.3563 2.5311 3.2756 0.34
H -2.8287 1.6063 -3.1531 0.54
Fe 1.7131 -0.3069 0.3344 0.13
C -2.6952 -3.3825 -0.5325 -1.68
H -5.0140 -0.4679 2.3234 0.31
H 2.2860 -0.4440 -4.0376 0.44
C 6.7335 -0.4156 2.8660 0.50
H -3.4490 -3.8611 1.9318 0.60
N 1.9370 3.9708 0.7908 -0.02
H -2.0220 2.2030 0.6651 0.35
C 3.3095 -0.4492 -3.6866 -0.83
C -2.5979 1.3189 -2.1246 -1.70
H -5.6475 -1.9323 0.6034 0.32
H -5.1468 1.3637 -1.0640 0.31
H -3.1357 2.7304 1.9337 0.62
H -3.7476 2.4410 0.3124 0.36
H -5.4819 0.7758 1.1551 0.33
H 1.9255 4.8009 1.3585 0.19
C -5.0127 -2.6072 0.0244 -1.68
H -4.9328 1.2337 2.7684 0.53
H -5.6260 -0.2796 -1.5153 0.31
H 6.4854 -0.4759 -4.8204 0.40
H -1.5377 1.0691 -2.0767 0.33
H -2.2314 -1.3424 -2.7940 0.34
C 3.5671 -0.5087 -2.3295 0.41
C -3.4773 0.1143 -1.7473 2.47
C -4.7740 0.5281 1.9496 -1.71
H -1.6407 -3.3536 -0.2609 0.36
H 1.1984 1.3174 2.7426 0.11
C 1.7412 2.7160 1.2407 0.28
H -3.4389 -0.5371 -3.8002 0.59
O 6.1994 -0.6273 4.0481 -0.55
H -1.3268 0.3062 2.3423 0.17
N 4.0101 -0.7157 0.3598 -0.78
C -3.2559 -2.7933 1.8058 -1.93
Br -0.5037 -0.7537 -0.2041 0.18
C 3.3647 -0.8182 2.6837 0.85
H -2.7809 2.1854 -1.4936 0.30
H 0.6600 2.9747 3.0658 0.40
C 4.4207 -0.7007 1.6146 0.20
C -3.3125 0.6351 1.4785 2.63
C 5.8115 -0.5241 1.6849 -0.24
Cl 7.7742 -0.1588 -0.2023 -0.15
H -3.9099 -2.2611 2.4962 0.34
H -2.2168 -2.6097 2.0853 0.33
C 5.6553 -0.4705 -4.1276 -0.80
H -2.7836 -3.1726 -1.5970 0.29
H -2.5967 -0.6609 3.1026 0.29
C -3.2577 -0.9706 -2.8142 -2.00
H 2.3650 4.8161 -1.1436 0.41
O 7.8952 -0.1438 2.7172 -0.58
C 2.1128 2.6207 -0.9040 -0.68
N 5.0853 -0.5503 -0.4288 0.43
C -3.0350 2.0860 1.0571 -2.05
H -3.9431 -1.8102 -2.6957 0.36
N 1.8389 1.8728 0.2257 0.78
C 6.2011 -0.4267 0.3517 0.62
H -5.2266 -2.4586 -1.0356 0.32
Si -3.0912 -0.5757 0.0050 -1.59
C -2.3738 0.3033 2.6506 -1.76
C 1.4697 2.3671 2.6603 -1.13
H -3.0573 -4.3986 -0.3606 0.56
O 3.6801 -0.8891 3.8622 -0.80
H 2.7318 -0.5641 -1.6452 0.31
H 4.1556 -0.3438 -5.6561 0.41
H -2.4995 1.0643 3.4248 0.55
H -5.2100 0.8975 -2.7624 0.52
C -4.9539 0.5456 -1.7606 -1.61
H 2.2438 2.1622 -1.8696 0.45
C 5.9209 -0.5346 -2.7676 -0.66
C 2.1738 3.9307 -0.5642 -0.66
H 5.2225 -0.7944 4.0180 0.43
H 6.9394 -0.5988 -2.4382 0.35
H -5.2968 -3.6307 0.2781 0.54
C 4.8766 -0.5274 -1.8477 0.79
C -3.5182 -2.4181 0.3389 2.50
C 4.3546 -0.4111 -4.5953 -0.53

---

No. 3
71
Properties=species:S:1:pos:R:3:mulliken_charge:R:1 method="wB97M-V/def2-TZVPD" lumo_ha=0.011 spin_multiplicity=1 e_above_lowest_kj_mol=0.0 total_energy_ev=-44227.05352
H -2.5881 5.8006 4.1315 0.37
H 4.0614 2.7599 -2.6793 0.43
C -1.0018 2.8677 3.5354 -0.18
H -1.3780 -2.5451 -0.7791 0.28
C -1.8807 -1.8720 -0.0741 -0.42
H -1.2956 -1.8874 0.8476 0.11
C 0.0394 -0.0673 2.3885 0.30
H -2.9400 0.2964 1.0161 0.13
C 1.8437 -1.5025 3.1621 -0.84
H -2.5160 1.3965 -0.2638 0.80
C 3.1692 -2.4940 -0.8757 0.52
H -2.2777 3.5939 0.4901 0.26
C -1.2838 2.6939 2.1787 0.67
H 1.6570 1.9896 0.4980 0.55
N 2.0024 -2.0668 -1.3201 -0.06
C -2.0465 3.6812 1.5471 -0.44
N -1.8359 -0.5320 -0.6412 0.62
C 2.1479 -4.2508 -1.7669 -0.74
H -3.1050 5.5379 1.7257 0.39
C 1.3625 -3.1520 -1.8813 -0.47
H 0.4872 0.3986 -3.1992 0.46
H -0.4108 2.1232 4.0582 0.29
H 2.0068 -5.2728 -2.0678 0.42
C -0.3366 -1.7008 4.1465 -0.75
H 1.3548 -2.8971 4.7173 0.38
Si -0.6102 1.2344 1.1868 -0.50
H 1.5919 2.5255 -2.5262 -0.06
C 3.5958 1.7866 -2.5078 -1.34
H 4.6534 -2.1930 0.6323 0.40
H -1.2321 4.0839 5.2880 0.39
H -2.1406 -1.1375 -2.5993 0.32
C -4.1286 -2.3092 -1.1042 -0.76
C -2.2248 4.9370 3.5886 -0.40
H 4.2070 1.0307 -3.0131 0.27
H -3.7790 -1.7929 0.9611 0.27
H 2.0794 -0.3854 -3.2625 0.51
H 5.0468 -1.4899 -0.9470 0.31
C -1.4652 3.9739 4.2359 -0.68
C 1.4987 0.4071 -2.7754 -1.31
H 1.1245 2.0512 -4.9273 0.38
H -2.5473 0.5410 -2.2753 0.54
C -2.5150 4.7887 2.2392 -0.71
H -5.1605 -2.6167 -0.9210 0.40
Pt 1.2283 -0.1447 -0.8524 0.60
C -2.6173 -0.4700 -1.8690 -0.99
H 2.7090 1.2878 -5.0886 0.35
H 3.8166 -0.7255 0.0593 -0.02
C -4.0737 -0.8970 -1.6852 -0.72
C -2.1355 0.5392 0.3042 -1.00
C 0.7420 1.6583 -0.0108 -1.35
H -1.8419 -0.3919 3.3830 0.42
H -4.5753 -0.1986 -1.0069 0.27
N 3.2875 -3.8178 -1.1270 0.00
C 4.2393 -1.6830 -0.2383 -0.94
H -3.7158 -3.0109 -1.8394 0.28
H 0.3935 2.5050 -0.6125 0.62
C 1.3697 -0.4886 2.3350 -0.31
H -4.6027 -0.8473 -2.6404 0.39
H 2.8810 -1.8110 3.1027 0.43
H 0.3861 -3.0546 -2.3217 0.48
C 0.9907 -2.1101 4.0688 -0.54
H 2.5949 3.0187 -4.7570 0.43
H 3.6072 1.5759 -1.4377 0.17
C -3.3000 -2.3882 0.1769 -0.75
H -1.0067 -2.1716 4.8553 0.41
H 4.0838 -4.3801 -0.8847 0.18
C 2.1674 1.7511 -3.0388 1.11
C -0.8013 -0.6947 3.3148 0.09
H 2.0527 -0.0170 1.6325 0.48
C 2.1448 2.0474 -4.5391 -1.64
H -3.2547 -3.4148 0.5501 0.43